Record 1
ORCA calculation (ωB97M-V/def2-TZVPD) on a molecular structure, C36H41CaN5O3P in a non-equilibrium geometry.

Summary:
- HOMO level: -3.0 eV
- Charge: -1
- Spin multiplicity: 1
- Relative energy (zero: lowest compared OMol25 entry of this formula, charge and spin): 16.5 kcal per mole

Geometry as XYZ:
```
87
Properties=species:S:1:pos:R:3:forces:R:3:mulliken_charge:R:1
H -6.267023 0.572368 -1.659203 -0.01 0.01 0.01 0.44
H -2.790068 2.257655 2.814385 0.00 0.00 0.00 0.34
C -2.165020 2.539993 6.138273 0.02 0.00 0.03 -0.37
H -1.537992 -1.068205 -2.523450 -0.08 0.00 -0.05 0.28
H -0.905865 -4.661048 -1.506470 -0.01 0.00 -0.01 0.25
H -5.852900 -0.218613 2.543026 -0.02 0.00 -0.01 0.45
H -2.755353 2.802092 0.351362 0.00 -0.04 -0.04 -0.02
C 0.136804 -2.596724 -4.011053 0.00 0.00 0.01 -0.37
O -1.150465 1.153968 1.453749 -0.10 0.30 0.27 -0.02
N -3.587574 -0.458725 0.080293 0.08 -0.06 -0.05 0.45
C -0.366110 1.227481 2.465976 0.01 0.12 0.26 0.07
N 1.331096 0.433039 1.273657 0.27 0.20 0.56 0.67
C 5.346204 -1.113302 -0.927586 -0.03 0.03 0.05 -0.78
H -0.320456 1.965295 7.077946 -0.01 0.00 0.01 0.38
H 0.998890 2.957443 -2.962408 0.01 -0.05 0.03 0.46
C 0.913073 -3.487610 -4.697876 -0.03 0.09 -0.01 -0.60
H -1.144301 -4.704361 2.484024 0.02 0.02 0.00 0.38
C -1.738591 -2.820968 1.687309 -0.02 0.12 -0.04 0.63
H -7.282026 0.528687 0.633435 0.00 0.00 -0.01 0.41
N 2.503749 -6.502150 -5.594641 0.01 -0.01 -0.01 -0.67
C -0.869254 2.034273 6.146380 0.00 0.00 0.00 -0.67
C -1.394313 1.891003 -3.886203 0.04 -0.01 -0.11 -0.74
C -0.574769 -2.956761 -2.814780 0.14 -0.06 0.03 1.25
C -5.460441 -0.167680 1.535481 0.07 0.05 -0.04 -0.82
H 0.568474 3.557021 0.026387 -0.01 -0.01 -0.02 0.18
H 1.568828 2.280133 -0.649799 -0.01 -0.02 -0.03 0.03
O -0.883941 -2.001503 1.386898 0.29 0.11 -0.13 -0.75
H -3.894877 -0.088164 -1.914548 0.09 0.00 -0.03 0.33
H -0.731279 3.789779 -4.716719 0.01 -0.02 0.01 0.29
H -3.425781 4.403573 -0.030577 0.00 -0.01 0.02 0.46
C -1.566775 3.093238 -4.808553 0.00 0.05 -0.04 -1.42
H -3.737357 -0.897126 3.373459 -0.04 -0.06 -0.01 0.50
C -4.358597 -0.086209 -0.935065 -0.02 0.04 0.00 -0.20
O 1.348658 -0.182733 -1.453080 0.50 0.06 -0.29 -0.01
H -1.619102 2.783471 -5.854125 -0.01 -0.02 0.01 0.42
C -4.136880 -0.516388 1.294814 -0.03 -0.01 0.10 0.34
C -0.393097 -4.321962 -2.400607 -0.03 0.04 -0.02 -0.63
C 2.594529 0.266756 1.162222 -0.01 -0.06 -0.22 -1.37
C 0.385400 -5.203965 -3.097149 -0.01 -0.03 0.03 -0.69
C -1.356389 -2.059921 -2.114607 -0.13 0.29 0.26 -1.66
C 3.351862 -1.087664 -2.299144 0.06 0.05 0.01 -0.97
C -0.273869 1.615468 4.967472 -0.04 0.02 -0.01 -0.49
C -1.499176 -4.299047 1.535090 -0.06 -0.03 -0.02 -1.43
H -2.480509 3.646363 -4.584190 0.00 -0.02 0.02 0.30
H -3.396352 2.998723 -2.099323 -0.01 -0.04 0.05 0.42
H -1.689945 4.171712 0.180485 -0.01 0.02 -0.03 0.30
H 0.731921 1.219266 4.953542 0.00 0.00 0.00 0.46
C -2.859905 2.624687 4.941369 0.00 -0.01 -0.06 -0.97
P -1.124404 2.233498 -2.102744 0.09 -0.34 0.34 1.30
H -3.628936 -3.146101 2.339203 -0.06 0.05 0.04 0.26
C -6.248920 0.246029 0.472937 -0.04 0.02 0.06 -0.43
C -3.258088 -1.036771 2.403851 0.03 0.01 0.02 0.15
H -0.531383 1.290833 -4.189829 0.01 0.01 0.01 0.26
H 5.225059 -1.848992 -2.947832 0.00 -0.01 0.01 0.39
C 4.621225 -0.554770 0.102162 0.00 -0.02 -0.06 -0.74
H -2.250358 1.213677 -3.960234 -0.03 0.04 0.01 0.45
H -3.867690 3.022667 4.924467 0.00 0.00 0.01 0.41
C -2.263923 2.202096 3.759074 -0.04 0.01 0.06 -0.04
H -2.401976 -4.837667 1.244922 -0.01 0.03 0.01 0.43
C 1.062344 -4.821316 -4.270038 0.11 -0.12 -0.09 0.37
N -2.926151 -2.439112 2.210504 0.05 -0.11 0.02 -0.08
H -0.731536 -4.441283 0.779792 0.01 -0.02 0.01 0.27
H -2.322308 -0.479130 2.403452 -0.06 0.01 -0.04 -0.72
H 0.069901 4.331779 -2.382798 0.03 0.00 -0.01 0.49
C -2.597714 3.717115 -0.220582 0.01 0.03 0.07 -1.01
H 0.057583 -1.574959 -4.366741 0.00 0.00 0.02 0.25
H 3.224184 0.512329 2.021268 0.01 0.01 0.00 0.19
C 3.257035 -0.252841 -0.024765 0.11 0.02 0.22 1.33
C 4.683101 -1.386225 -2.130116 0.00 -0.03 -0.09 -0.43
C -5.692239 0.278226 -0.791766 0.08 -0.01 -0.05 -0.88
H 0.484237 -6.223703 -2.741130 0.01 0.00 -0.02 0.42
H 6.394691 -1.350337 -0.804522 0.00 0.00 -0.01 0.37
C -2.467086 3.431888 -1.713718 -0.05 0.06 -0.17 -0.99
H 2.019107 3.970426 -0.888007 0.00 0.00 -0.01 0.47
H -1.938736 -2.365469 -1.252549 -0.13 -0.08 -0.08 0.23
N 0.903227 0.927534 2.514497 0.11 -0.07 -0.19 -0.99
C 2.587399 -0.489886 -1.265583 -0.03 0.09 0.10 -0.09
C 1.860068 -5.747255 -5.000224 -0.10 0.11 0.11 0.12
H 1.431316 -3.159913 -5.592560 0.01 -0.03 0.00 0.41
H -2.303827 4.358893 -2.272868 -0.02 0.01 0.02 0.54
H -2.628476 2.865940 7.061628 0.00 0.00 0.00 0.38
C -0.969060 1.696103 3.761837 0.05 0.00 -0.06 0.45
C 1.175708 3.278319 -0.837565 0.03 0.03 0.08 -0.87
C 0.375145 3.309128 -2.135982 -0.07 0.13 -0.11 -0.98
H 2.832063 -1.319959 -3.220554 0.01 0.00 0.00 0.30
Ca -0.379540 -0.172216 -0.180386 -1.04 -0.86 -0.67 1.82
H 5.098990 -0.349036 1.055430 0.02 -0.01 -0.01 0.34
```
Positions in Å, forces in eV/Å.

=====

Record 2
ORCA calculation (ωB97M-V/def2-TZVPD) on a molecular structure, C36H41Cl4F3N6NiO3 in a non-equilibrium geometry.

Summary:
- HOMO level (spin up / spin down): -8.3 / -8.2 eV
- Charge: 0
- Spin multiplicity: 3

Geometry as XYZ:
```
94
Properties=species:S:1:pos:R:3:forces:R:3:lowdin_spin:R:1
C -3.737323 2.966949 0.653660 1.10 -1.01 -1.08 0.00
H -0.607254 1.896070 -1.294482 0.14 -0.21 0.17 0.00
C -2.310790 -2.127535 4.595900 2.00 1.72 -1.39 0.00
H -3.555492 1.779152 -7.468855 -0.27 -0.15 -0.17 0.00
H -0.461676 -1.229911 4.354964 0.50 0.54 0.09 0.00
H 1.279690 0.694424 4.572902 -0.08 0.30 -0.01 0.00
H -3.967312 -1.716700 -3.068424 -0.18 0.01 0.14 0.00
H -1.190916 2.976375 -4.715219 0.02 -0.53 -0.20 0.00
H -5.908979 -2.461870 -1.682853 -0.33 -0.20 0.10 0.00
H 1.121753 -4.581522 1.727133 -0.01 -0.23 -0.42 0.00
C -1.954682 3.488885 -0.921377 -1.44 1.62 0.25 0.00
H 1.901106 1.018594 0.033083 -0.74 -0.02 -0.47 0.00
F -3.105241 -1.301312 5.215731 -0.41 1.46 1.76 0.00
H 6.295748 -3.253035 -1.034140 -0.65 -0.53 0.35 0.00
O -1.652779 -0.099404 2.987944 -0.27 -1.70 1.64 0.03
C 3.207912 0.589425 5.496870 -0.03 -0.45 0.42 0.00
H 5.812274 -1.076292 4.197014 -0.07 -0.30 -0.13 0.00
H 3.573648 2.684632 0.315748 -0.11 -0.23 -0.23 0.00
H 1.093450 -0.500970 -0.858256 -0.97 -0.08 0.71 0.00
H 4.045651 1.086964 -1.715083 -0.47 -0.03 0.29 0.00
C 5.586974 -0.208838 -2.392699 -0.36 -1.52 1.89 0.00
C 1.371780 -2.896704 -2.658411 -0.34 -0.88 0.37 0.00
C 4.473776 -0.007248 5.469943 -1.18 1.50 0.30 0.00
C -4.966339 -2.263650 0.196183 0.30 -0.07 0.12 0.00
C 0.548874 2.440182 2.623550 -0.13 -0.55 -1.79 0.00
H -3.872376 -1.933532 1.886603 0.98 0.25 0.20 0.00
C -3.961595 -1.735051 -1.988594 0.46 -0.17 3.32 0.00
F -1.569123 -2.853228 5.478019 -0.36 0.28 0.05 0.00
C -3.643863 1.479686 -3.644904 0.51 0.26 -1.18 0.00
H -3.551618 1.539038 -2.570485 -0.22 -0.17 0.10 0.00
C 3.826334 -0.908859 3.380401 -0.64 1.50 -1.31 0.00
H -2.279591 -0.189533 -3.899975 -0.06 -0.09 0.13 0.00
C -1.461747 2.245126 -0.733767 0.28 -1.59 1.24 0.00
H -1.534516 4.191501 -1.625791 0.23 -0.12 -0.08 0.00
H 3.335420 -0.509971 0.180768 0.04 -0.08 0.30 0.00
Cl 2.505093 -4.121349 -2.018783 0.22 0.34 -0.25 0.00
C -3.082417 3.881301 -0.186930 -0.89 -0.65 0.79 0.00
H 0.651870 -3.419588 3.418420 -0.46 1.14 1.05 0.00
C -5.009347 -2.181182 -1.155337 -1.00 -0.05 -3.16 0.00
Cl 0.347213 1.288814 -3.837940 -0.40 0.81 -0.30 0.00
C 0.489899 -3.734232 1.460755 -0.47 -0.30 -0.18 0.00
H 1.836497 -1.916955 -2.768937 0.07 -0.35 -0.13 0.00
C 2.694611 2.645168 0.941952 0.78 2.93 0.78 0.00
H 1.351894 4.120086 3.677726 -0.05 0.03 0.03 0.00
F -3.118551 -2.932874 4.000053 -1.24 -2.42 -1.78 0.00
C -2.915970 0.532853 -4.389428 -0.38 0.26 0.03 0.00
O 0.231202 -0.772943 -0.487980 0.40 -0.18 -0.78 0.04
H -4.706853 3.121020 1.103838 0.12 0.43 0.14 0.00
H -0.323818 2.496597 3.257289 -0.24 -1.02 -0.02 0.00
C 4.803971 -0.714416 4.334010 0.05 0.01 1.12 0.00
H 1.128413 -2.961767 1.032166 0.08 0.35 0.62 0.00
H 3.324339 4.312282 2.163118 0.02 0.19 -0.15 0.00
C 2.548907 3.591974 1.948054 0.01 -0.67 1.22 0.00
N -2.679887 -1.356596 0.166938 -3.33 -1.59 -2.17 0.03
Ni -0.916675 -0.266979 0.990609 -0.07 0.25 0.81 1.79
H 7.094145 -1.846930 -2.638499 0.20 0.59 -0.44 0.00
N 4.756420 -1.951887 -0.321624 -0.82 -0.37 -0.05 0.00
H -3.546620 4.855679 -0.225810 0.33 0.27 -0.46 0.00
H -3.631679 0.995276 1.470327 0.49 -0.44 0.01 0.00
C -3.643925 1.613907 -6.405242 0.57 0.15 1.27 0.00
H 0.604796 -2.893184 -1.883929 -0.19 0.47 -0.50 0.00
C -4.286646 2.495110 -4.371077 0.74 -0.55 -0.08 0.00
H 5.084471 0.256437 6.320772 0.65 -0.42 -0.21 0.00
H 0.516970 3.519411 -4.752033 -0.29 -0.14 1.02 0.00
H -4.723616 3.351400 -3.878916 -0.28 -0.06 0.22 0.00
C 1.674676 1.796678 0.747036 -0.68 -3.56 0.27 0.00
N 0.629059 1.538276 1.558526 0.35 2.56 1.46 0.03
N 2.567362 -0.348879 3.355942 1.98 -0.74 1.83 0.00
C -3.815166 -1.877004 0.809602 2.74 1.55 0.08 0.00
H -2.335123 -0.072745 -6.402891 0.00 -0.27 0.17 0.00
H -1.958988 -1.050119 -1.796892 0.40 0.29 0.35 0.00
C 4.507459 0.130188 -1.520882 1.19 -0.72 -0.76 0.00
C -0.220347 -3.342134 2.769325 0.66 0.50 -2.24 0.00
N -4.263693 2.572369 -5.704356 -0.15 -0.25 -0.31 0.00
C 1.476087 3.446401 2.842785 0.55 0.02 -1.10 0.00
H -5.762859 -2.627961 0.828042 -0.21 -0.02 -0.29 0.00
N -1.965511 1.389186 0.197323 -1.40 0.41 -0.08 0.04
H 2.835567 1.215308 6.294381 0.38 -0.05 0.37 0.00
H 5.811240 0.427113 -3.236302 0.37 0.04 0.11 0.00
C -0.158823 2.676553 -4.896888 1.16 0.37 0.67 0.00
C 4.149281 -0.747622 -0.488227 1.14 -0.53 -1.14 0.00
C 2.299960 0.347697 4.500552 -0.30 -0.97 -2.01 0.00
C 5.695561 -2.366028 -1.173452 1.12 3.98 0.05 0.00
H 4.239192 -1.339396 2.480081 -0.77 -0.50 -0.45 0.00
Cl 0.692564 -3.466806 -4.230997 0.18 0.49 0.58 0.00
C -2.837130 -1.350766 -1.244737 0.68 -0.04 1.49 0.00
H -0.965391 -4.069646 3.091388 -0.08 0.07 -0.11 0.00
C -3.153063 1.692448 0.798547 1.16 1.37 -0.61 0.00
Cl 0.248451 2.348970 -6.547451 -0.47 -0.55 -1.18 0.00
H -0.161461 -3.966710 0.618260 -0.31 -0.36 0.21 0.00
C -1.289562 -1.308439 3.650321 -0.12 1.98 -1.97 0.01
C -2.936481 0.572823 -5.780003 -0.40 0.89 -0.17 0.00
C 6.269508 -1.416467 -2.089812 -1.81 -0.86 -0.49 0.00
O -0.838250 -2.031563 2.514122 0.80 -2.63 1.35 0.01
```
Positions in Å, forces in eV/Å.

=====

| no. | E_tot (eV) |
| --- | --- |
| 1 | -79323.531 |
| 2 | -152362.429 |